Record 1
Here is 9 unconnected molecules or ions with the total composition C19H56O9 in a non-equilibrium geometry from the OMol25 dataset. Energies are from ωB97M-V with the def2-TZVPD basis set.

The geometry in XYZ format:
```
84
Properties=species:S:1:pos:R:3:forces:R:3
O 2.6432 -3.2166 1.9608 -1.43 0.63 1.30
O -5.2172 -2.4059 0.2770 0.08 0.83 -0.47
O -0.1746 -2.3429 2.8613 0.62 1.12 -0.92
O 0.4534 -0.7342 -4.3083 -0.65 -0.84 0.09
O 2.1822 4.2840 0.6188 0.47 0.26 0.08
O 2.4394 1.0259 -3.3380 0.01 0.45 0.00
O 0.8276 1.7340 1.0471 0.32 -0.41 1.54
O -2.5859 -3.8711 1.1567 -0.35 -0.18 -0.82
O 0.0996 0.7255 -1.6406 0.38 0.27 -0.09
C 2.5740 2.4827 -3.4323 0.52 -0.30 0.16
C 1.2089 3.0929 -3.7247 0.84 -0.20 -1.29
C 2.8393 0.4259 1.4718 -0.07 2.11 -0.22
C 1.1199 1.0056 3.3088 0.77 0.60 -0.08
C -0.7293 -0.2853 -1.1465 -1.22 -0.99 0.16
C 2.6461 -3.3147 0.5530 0.94 0.89 -0.32
C -5.8860 -0.1889 -0.6129 -0.78 -3.27 -1.91
C 3.1686 3.0641 -2.1816 -2.19 0.55 -0.86
C -6.7999 -1.0797 1.4958 0.29 -1.86 -0.64
C 0.4287 5.9792 0.6755 0.63 0.42 0.99
C 0.0747 -1.7000 -5.3083 0.63 0.84 0.59
C 1.7764 5.4191 2.8323 0.00 -1.27 -1.11
C -6.3325 -1.4883 0.1110 1.13 1.24 0.09
C 1.3556 0.6123 1.8299 -0.14 0.13 0.36
C 1.2192 -3.4646 0.0528 0.60 0.42 0.64
C 3.6563 -4.4330 0.1664 0.18 -0.66 1.96
C -0.0621 -2.8762 4.1398 -2.17 0.76 1.37
C -2.7547 -4.3260 -0.2247 1.26 0.91 0.80
C 1.7931 5.4888 1.2467 -1.67 -0.97 0.51
H -0.9571 -1.9383 -5.1153 -0.32 -0.21 -0.07
H 0.0562 1.0131 3.5550 -0.02 0.41 -0.35
H -1.8989 -4.9656 -0.4191 -0.10 -0.27 -0.07
H 1.2955 -0.3467 -4.5310 0.59 0.29 0.05
H 1.5045 6.4099 3.1347 -0.24 0.49 0.65
H 0.7696 -0.3175 1.6655 0.29 0.55 -0.29
H 3.3011 4.1250 -2.3380 -0.06 0.38 0.17
H 0.1866 -1.2140 -6.2596 -0.24 -0.02 -0.76
H 3.0401 -2.2837 0.2194 -0.43 -1.48 -0.28
H 0.0669 -2.0413 4.8952 -0.29 -0.97 -0.84
H 0.1879 6.9136 1.1720 -0.13 0.36 -0.13
H -3.4757 -3.7287 1.4975 0.02 0.11 0.04
H -6.9223 -2.0411 2.0419 -0.52 0.97 0.08
H 2.7768 5.1676 3.2298 -0.35 0.23 -0.36
H 2.5262 6.2164 0.9872 0.76 0.52 -0.27
H 1.5174 3.5983 0.7519 -0.11 -0.25 0.29
H 1.3580 -3.4864 -1.0084 -0.74 -0.04 -0.89
H 3.3854 -5.3966 0.6755 -0.33 0.73 -0.54
H -0.4435 -0.6899 -0.1519 0.28 0.59 -0.56
H 0.5838 2.8466 -2.8857 -0.51 0.54 0.40
H 0.7378 -2.5143 0.3843 -0.23 -0.92 -0.50
H -0.9443 -3.5084 4.3724 0.20 0.65 0.22
H 2.7357 0.6926 -2.4738 -0.20 0.47 -0.35
H -7.1145 -1.9558 -0.4896 0.16 -0.32 0.18
H 0.6921 -2.6038 -5.3140 -0.04 0.07 0.29
H -1.7743 0.0477 -1.0453 0.15 0.22 0.05
H 3.3463 -0.3456 2.0070 0.23 -0.48 0.72
H 1.8109 -2.6978 2.2292 1.59 -1.10 -0.55
H -6.7534 0.3867 -0.7682 -0.81 1.26 0.11
H 0.7313 -3.5369 4.2122 2.02 -1.17 0.13
H 2.4213 2.9010 -1.4263 0.20 0.07 0.93
H 0.2176 0.6308 -2.6083 0.01 -0.22 0.64
H 0.8142 2.5818 -4.5937 -0.33 -0.29 -0.24
H -5.0730 0.2745 -0.1818 1.41 1.37 1.58
H 0.2919 6.0823 -0.3854 0.97 0.34 -0.69
H 3.3530 1.4338 1.5995 -0.50 -1.22 0.21
H 0.7051 -4.3747 0.4388 0.38 0.69 -0.24
H -0.7823 -1.1392 -1.8210 0.26 -0.11 -0.11
H -4.4327 -1.8219 0.2803 -0.39 -0.64 0.03
H -7.6488 -0.4353 1.3845 -0.73 0.09 0.49
H 1.0783 4.6448 3.2668 0.43 0.90 -0.71
H 3.8999 -4.6825 -0.8654 -0.43 0.57 -0.15
H 2.9979 0.2150 0.4216 -0.37 -0.19 -0.42
H 1.5910 2.0296 3.4334 -0.67 -1.11 0.19
H -3.6826 -4.8446 -0.3559 -0.44 -0.26 -0.10
H -2.6686 -3.4781 -0.9209 -0.29 -0.16 0.21
H 1.2480 4.1574 -4.0548 0.03 -0.62 0.88
H 3.3259 2.6593 -4.1901 -0.21 0.00 -0.83
H -0.8197 -2.7851 2.3127 -0.40 -0.48 -0.05
H -5.5193 -0.4378 -1.6148 -0.16 -0.15 -0.10
H 0.5336 1.4376 0.1988 -0.15 -0.47 -1.12
H 4.0977 2.6553 -2.0016 1.97 -1.05 0.81
H -5.9807 -0.5405 1.9205 0.42 0.45 0.62
H -0.3868 5.3354 0.8779 -0.71 -1.13 0.91
H 1.5274 0.3059 4.0662 0.31 0.26 -0.72
H 4.6018 -4.2223 0.7002 -0.23 0.28 -0.47
```
Positions in Å, forces in eV/Å.

Results
Multiplicity   1
ΔE to the lowest compared entry with this formula, charge and spin   4.136 eV
Orbital gap   0.36584 hartree
Energy   -39035.670 eV
E_HOMO   -9.5 eV
LUMO   0.5 eV
Total charge   0

These are the Mulliken partial charges, in e, on atoms 1 to 6:
1. O -0.6369
2. O -0.4379
3. O -0.2344
4. O -0.3514
5. O -0.3665
6. O -0.4764



Record 2
Here is 9 unconnected molecules or ions with the total composition C19H57F6N3O10P in a non-equilibrium geometry from the OMol25 dataset. Energies are from ωB97M-V with the def2-TZVPD basis set.

The geometry in XYZ format:
```
96
Properties=species:S:1:pos:R:3:forces:R:3
P -5.6725 17.5356 7.7296 -3.16 3.35 -0.61
F -4.5186 16.4776 7.7310 0.99 0.16 0.45
F -6.9901 18.6017 7.6411 0.98 -1.24 0.11
F -6.0807 17.0525 6.1619 0.90 0.77 0.94
F -4.7638 18.8502 7.3030 -0.22 -2.29 -0.11
F -5.5214 17.9713 9.3244 0.47 -0.83 -1.25
F -6.7169 16.3582 8.2065 -0.39 -0.56 0.35
O -4.0315 17.4268 3.6764 1.09 0.99 0.94
O -8.2724 19.5114 9.9654 0.34 1.42 -1.21
O -9.9147 12.3886 8.8553 0.24 2.15 -0.74
O -2.2111 10.4461 7.3184 -1.43 0.34 -0.11
O -2.6163 17.1255 10.1258 -0.36 1.25 1.09
O -1.1970 15.8039 5.5268 1.87 1.03 -0.51
O -12.5162 18.4490 6.2475 0.58 -1.25 0.28
O -3.4388 23.1505 5.3821 -0.24 -0.24 0.56
O -5.8796 11.9988 10.1045 -1.54 -1.96 0.47
O -10.2392 19.1392 7.9011 -0.68 -0.13 -1.11
N -1.3506 13.0095 5.8458 -0.84 -0.97 -0.35
N -8.4532 14.7854 6.3172 0.98 -2.86 1.74
N -4.5180 9.1093 12.1529 0.58 0.28 0.29
C -11.3234 12.2644 8.8260 0.04 -1.45 0.70
C -5.5152 9.8116 11.3405 -0.33 -0.27 0.68
C -5.6114 13.3590 10.1889 0.85 -0.11 0.43
C -2.6719 17.3952 4.0986 2.44 -2.12 -0.46
C -1.9534 11.6820 7.9622 1.39 0.97 -0.63
C -9.5214 13.6745 8.3704 1.02 0.54 0.46
C -1.6261 16.1645 9.9266 -0.85 -0.35 -1.67
C -2.1711 12.9624 7.0502 -0.55 -1.29 1.35
C -8.1276 18.8214 11.1329 -1.65 -1.96 1.12
C -2.0358 9.3014 8.1836 0.92 1.46 -1.20
C -4.4481 22.1671 5.6594 0.18 -0.11 -1.00
C -5.0572 11.2350 11.0249 0.09 1.08 -0.98
C -10.7542 17.8434 7.8063 0.21 0.29 2.35
C -3.6603 13.1033 6.7053 0.39 0.25 -0.21
C -8.9371 13.5103 6.9922 -0.58 0.24 -1.01
C -2.4430 16.3188 5.2071 -1.92 -0.17 0.59
C -7.6411 12.6906 6.9235 0.93 -0.61 -0.06
C -11.4542 17.5163 6.5659 0.27 0.73 -1.69
C -6.9374 9.7670 12.0232 1.86 0.25 -0.88
H -10.7257 17.5263 5.7552 -0.07 0.32 -0.40
H -0.9564 9.1540 8.1494 0.18 -0.38 0.80
H -5.3862 9.2468 10.4172 -1.13 0.05 -0.36
H -3.4334 16.9537 9.6522 0.22 -0.17 -0.07
H -3.6331 13.7193 5.8065 -0.79 0.01 -0.02
H -9.8043 13.1110 6.4662 0.61 -0.35 -0.87
H -2.4583 11.8530 8.9130 -0.63 -0.35 0.06
H -2.8352 16.6825 6.1569 -0.55 0.48 -0.15
H -4.2126 13.6100 7.4967 0.18 0.27 -0.03
H -7.7380 11.7227 7.4152 -0.83 -0.11 0.17
H -2.0908 15.4305 9.2684 0.30 -0.90 0.27
H -6.3155 14.0029 9.6619 -0.15 -0.36 -0.15
H -4.8672 21.8628 4.7003 -0.27 -0.22 -0.05
H -3.9877 21.2741 6.0820 0.10 0.31 0.22
H -1.2684 15.7311 10.8606 0.10 0.08 -0.10
H -8.7920 14.1432 9.0310 0.03 -0.15 0.33
H -5.2771 22.5085 6.2794 0.22 0.19 0.26
H -7.4229 19.5073 9.5184 0.11 -0.02 -0.54
H -2.0537 17.1458 3.2362 -0.25 -0.75 -0.38
H -10.3111 14.4076 8.2063 -0.57 -0.21 0.61
H -10.0052 17.0797 8.0156 0.69 -0.27 -0.38
H -2.0844 18.2744 4.3632 -1.23 0.99 0.54
H -11.7589 12.5255 7.8615 -0.02 -0.11 -0.08
H -4.3865 18.1042 4.2567 -0.86 0.00 0.00
H -5.6269 13.6067 11.2502 0.24 0.69 0.00
H -7.9024 14.5913 5.4931 -0.65 0.28 -1.47
H -3.6092 9.4285 11.8492 0.42 -0.28 -0.27
H -9.6189 19.2338 8.6277 0.42 -0.17 0.46
H -6.9022 10.4184 12.8964 -0.12 0.44 -0.18
H -1.3373 14.8658 5.6751 0.52 -0.60 -0.28
H -11.7347 16.4666 6.6531 -0.71 -0.08 -0.03
H -11.4075 11.2039 9.0635 -0.75 -0.06 -0.40
H -7.3645 19.1452 11.8407 0.00 0.13 -0.18
H -11.8373 12.7840 9.6347 0.20 0.46 -0.02
H -4.8708 11.8186 11.9265 -0.35 0.03 0.39
H -6.8040 13.0916 7.4950 -0.12 0.65 0.03
H -0.8554 16.5729 9.2728 0.57 0.13 0.51
H -0.8954 11.6556 8.2230 0.44 0.22 0.21
H -7.7298 15.1512 6.9196 0.21 1.95 1.05
H -0.4915 12.4916 5.9636 0.42 0.19 0.31
H -3.0182 15.4227 4.9742 -0.83 0.37 -0.57
H -7.1763 8.7942 12.4530 -0.10 -0.18 -0.68
H -7.2547 12.4499 5.9331 -0.32 0.26 -0.22
H -9.1260 18.7936 11.5694 0.02 0.75 0.74
H -13.3364 17.9638 6.3638 -0.18 0.18 0.00
H -4.1929 12.1654 6.5477 0.37 -0.22 -0.32
H -2.4734 8.4266 7.7025 -0.43 0.25 0.31
H -7.5957 10.1453 11.2411 -0.57 -0.19 0.53
H -4.1019 11.2347 10.5000 0.56 -0.56 0.19
H -3.8427 23.8306 4.8380 0.01 0.03 0.02
H -2.4019 9.5841 9.1705 -0.07 -0.65 0.13
H -4.6181 13.4488 9.7490 0.32 0.96 0.19
H -8.0841 17.7532 10.9205 1.08 -0.41 0.01
H -4.4925 9.3281 13.1386 -0.63 0.27 0.26
H -1.9076 13.8748 7.5851 0.11 -0.31 0.72
H -1.8669 12.4106 5.2173 0.07 -0.01 -0.79
H -11.4681 17.6294 8.6016 -0.43 0.36 0.56
```
Positions in Å, forces in eV/Å.

Results
Multiplicity   2
Orbital gap (spin up / spin down)   0.31231 / 0.11804 hartree
Energy   -71162.614 eV
E_HOMO (spin up / spin down)   -8.9 / -8.9 eV
LUMO (spin up / spin down)   -0.4 / -5.7 eV
Total charge   0

These are the Mulliken partial charges, in e, on atoms 1 to 6:
1. P 1.4600
2. F -0.3542
3. F -0.4404
4. F -0.3387
5. F -0.3200
6. F -0.3948



Q: Among the records above, which one has the highest energy?
A: C19H56O9



Q: total charge of number 2 (C19H57F6N3O10P)?
A: 0



Q: What is the formula in the second record?
A: C19H57F6N3O10P



Q: The highest energy belongs to which entry?
A: C19H56O9